{
  "formula": "C32H58N6O4S2",
  "method": "wB97M-V/def2-TZVPD",
  "gap_ev": 10.09,
  "smiles": "O=S1(=O)CCCC1.O=S1(=O)CCCC1.CCCC#N.CCCC#N.CCCC#N.CCCC#N.CCCC#N.CCCC#N",
  "molar_mass_g_mol": 655.0,
  "species": ["H", "H", "C", "H", "C", "C", "O", "C", "H", "H", "H", "N", "H", "C", "C", "C", "H", "N", "C", "H", "H", "C", "H", "H", "H", "H", "H", "H", "C", "H", "H", "H", "H", "C", "C", "H", "H", "O", "H", "S", "C", "C", "H", "C", "C", "C", "C", "H", "H", "S", "C", "H", "H", "C", "C", "H", "H", "C", "N", "H", "H", "H", "H", "C", "C", "H", "C", "H", "C", "H", "H", "H", "C", "N", "H", "H", "C", "H", "H", "O", "C", "H", "H", "H", "H", "C", "H", "H", "H", "H", "C", "O", "H", "N", "N", "H", "C", "H", "H", "H", "H", "H"],
  "coordinates": [[6.4140, -0.8248, -2.2330], [2.2825, -1.8505, -0.4250], [7.5559, -2.0046, -0.9288], [1.4772, 6.7302, 1.8686], [-1.6963, -0.4732, 5.0854], [-2.2424, -2.8130, 4.5516], [-2.5885, -3.7096, 6.9546], [2.2188, 4.4905, -3.4056], [-4.3606, 0.0186, -5.8275], [-2.9547, -3.3489, 3.9280], [-2.0126, 0.4896, -5.9239], [-4.0578, 2.7489, -1.7421], [8.0002, -1.6389, -0.0064], [0.4138, 0.7053, 0.5304], [5.0033, -2.2405, -1.3679], [-0.0557, 3.3362, -3.9127], [-0.0684, 3.4117, -5.0008], [3.3666, 6.3501, -0.5633], [-3.6557, 1.5398, 0.5549], [-2.5508, -4.0333, 1.4578], [2.2775, 4.3851, -4.4907], [0.0543, 4.5744, 2.6041], [-1.3797, -5.7836, 2.5904], [-2.5460, -1.2302, 3.2452], [1.9490, 4.1629, 1.7728], [0.2025, 2.2946, -3.7055], [0.5317, -1.9155, -0.4094], [-0.0648, -6.7223, 0.6715], [2.4374, 6.2893, 0.1179], [-2.1170, -0.6313, 7.3682], [-6.9648, 0.1702, 0.2394], [0.2068, 5.3200, -3.5244], [-1.9707, 1.3719, -4.4087], [-2.5911, 1.1500, -5.2736], [6.2449, -1.3250, -1.2786], [-4.9334, 0.5461, 1.9460], [-0.2676, -4.4685, 2.7825], [7.3508, -4.5743, -1.7112], [2.3153, -0.0383, -2.2119], [-2.9442, -2.5520, 6.1481], [1.3899, -1.5784, -0.9895], [-0.7282, -5.1088, 2.0286], [-0.9988, -3.4319, 0.6607], [1.0319, 4.6621, 1.4542], [-4.0145, -0.4478, -3.7688], [-6.1821, 0.9245, 0.1542], [1.4780, -5.3294, 0.9122], [-1.0744, 3.4514, -3.5369], [-2.7287, 2.0320, -5.8994], [7.0541, -3.7664, -0.5474], [-3.8580, 2.2313, -0.7280], [0.2301, 3.7938, 3.3399], [-0.9069, 0.2683, 4.9575], [0.2997, -6.0366, 1.4415], [-1.8084, -1.1160, 6.4420], [5.2578, -3.1406, 0.5910], [-2.7143, 0.9984, 0.4912], [1.4474, -0.1313, -1.5602], [-2.1456, -0.5336, -1.9165], [0.7351, -6.7682, 2.1282], [-1.7081, -4.8836, 0.1576], [-0.9577, 4.4882, 2.1956], [1.2577, 1.8896, -0.9338], [-1.7306, -1.4718, 3.9305], [-3.9626, 0.5157, -4.9435], [-0.1000, 5.4986, 3.1704], [-4.8800, 0.6137, 0.8617], [-3.9445, -1.4976, -4.0708], [1.2873, 6.0934, 1.0008], [4.1172, -1.7006, -1.0492], [0.6425, 4.0354, 0.6502], [-6.5564, 1.8873, 0.5104], [5.2607, -3.4336, -0.4601], [3.3371, 2.6068, -2.0567], [1.4287, -2.3135, -1.7990], [-0.8672, -1.4695, 3.2683], [-2.9514, -0.4560, -2.7182], [0.6000, 0.0036, -2.2339], [0.3972, 6.5248, 0.5388], [7.4142, -4.1737, 0.8262], [1.4618, 0.9347, -0.4493], [4.7292, -4.3677, -0.6113], [-2.5850, 0.1421, 4.9165], [2.4696, 0.9925, -0.0424], [-4.7202, 1.2500, -4.6668], [2.8830, 3.4571, -2.6809], [8.2623, -2.0629, -1.7521], [6.0663, -0.5473, -0.5359], [-6.0839, 0.9919, -0.9310], [-0.8794, -1.5876, 6.7767], [-1.5710, -4.2719, 1.0547], [-4.3188, -2.0891, 5.9608], [0.5735, 4.1635, -2.0919], [2.4138, -4.7101, 0.6341], [-0.4070, 0.4968, 1.3063], [-4.6015, -0.3420, 0.4089], [0.7327, 4.4526, -3.1311], [4.8129, -2.6552, -2.3586], [2.5037, 5.5073, -3.1320], [-3.5743, 2.3587, 1.2722], [-4.9621, -0.3594, -3.2377], [-1.3335, -3.3913, 4.7241]],
  "atomic_forces_ev_per_a": [[-0.3, 0.2, 0.1], [-0.1, 0.3, 0.4], [-0.4, -1.8, 0.7], [0.0, -0.1, 0.1], [-0.9, 2.0, -0.5], [1.8, -0.1, -1.2], [-0.7, 1.0, 0.0], [-1.2, 1.4, -1.0], [0.1, -0.1, 0.0], [0.1, -0.1, 0.0], [0.0, -0.3, 0.2], [0.2, -0.3, 0.7], [0.2, 0.1, -0.2], [0.2, -0.2, 0.4], [0.3, -1.0, 0.1], [-0.1, 0.0, 0.7], [0.1, 0.4, 0.0], [-0.6, 0.1, 0.3], [-1.0, 0.7, -0.6], [0.1, 0.4, 0.0], [0.7, -0.1, 0.1], [-1.6, 0.9, 0.2], [-0.2, 0.2, 0.0], [0.1, 0.6, 0.0], [0.3, 0.3, -0.2], [0.4, 0.1, 0.3], [-0.2, 0.8, 0.1], [-0.4, 0.4, -0.3], [0.5, -0.6, -0.6], [-0.5, 0.8, -0.6], [0.2, -0.1, 0.7], [0.4, 0.6, 0.9], [-0.3, 0.2, 0.1], [-0.4, -0.5, -0.6], [0.0, 0.9, -0.6], [-0.4, -0.3, -0.1], [0.1, 0.0, 0.0], [0.3, 0.0, 0.4], [0.2, 0.2, 0.3], [0.5, 0.5, -0.6], [0.7, -0.5, -0.8], [-0.9, -0.1, 0.9], [-0.3, 0.4, 0.4], [0.5, -0.8, 0.3], [0.7, -1.5, 1.0], [-0.5, 1.0, 0.0], [0.6, 0.7, -0.1], [-0.2, -0.1, -0.3], [-0.1, 0.2, 0.3], [-0.7, 0.2, 1.1], [0.1, 0.1, -0.8], [0.1, -0.2, -0.3], [0.4, -0.4, 0.4], [1.4, -0.6, -0.9], [0.2, -1.7, 1.0], [-0.7, -0.1, 0.1], [0.0, -0.1, 0.2], [-0.7, -1.4, 0.4], [0.9, -0.1, 0.9], [-0.2, 0.4, 0.6], [-0.4, -0.1, 0.0], [0.0, -0.6, 0.1], [0.1, 0.1, 0.2], [-2.0, -0.8, 0.0], [0.2, 0.8, 0.3], [0.8, 0.2, 0.1], [1.0, -0.8, -1.0], [-0.3, 0.0, -0.4], [0.0, 0.6, 0.3], [0.0, 0.0, -0.1], [0.1, 0.2, -0.2], [-0.4, 0.0, -0.2], [1.3, 0.5, 0.7], [0.1, 0.1, -0.1], [-0.1, 0.2, -0.3], [0.4, -0.6, 0.5], [-1.3, 0.8, -1.5], [-0.2, 0.1, 0.3], [0.0, -0.1, -0.2], [0.2, 0.4, -2.0], [-0.1, 0.0, -1.3], [-0.1, 0.2, -0.1], [-0.1, 0.0, 0.4], [-0.2, 0.0, 0.5], [0.4, 0.5, -0.3], [0.7, -0.5, 0.4], [0.1, 0.0, 0.1], [-0.1, 0.0, -0.1], [0.5, 0.3, 0.1], [0.1, -0.2, -0.4], [1.0, -1.1, -0.8], [1.1, -0.4, 0.6], [-0.3, 0.9, 0.2], [-0.8, -0.6, 0.0], [-0.1, 0.1, 0.1], [0.3, -0.3, 0.7], [-1.4, -2.4, -1.1], [0.2, 0.4, -0.2], [0.8, -0.3, 0.1], [0.1, -0.2, 0.3], [0.0, 0.0, 0.0], [-0.4, -0.6, 0.2]]
}